No. 1
Computed, not measured: a molecular structure, C54H76As3CrN9O2 in a non-equilibrium geometry, with ωB97M-V with the def2-TZVPD basis set.

CARTESIAN COORDINATES (ANGSTROEM)
C1 2.33872 1.19842 -3.48006
H1 5.49930 5.64197 -3.44785
H2 4.58773 -3.35218 -3.30455
H3 -1.30369 1.28493 -6.57519
C2 -1.46412 0.92881 1.58501
H4 -2.68485 -0.71632 -0.09690
C3 2.16279 -5.86500 -0.18004
C4 -2.29892 0.13639 -5.08205
H5 0.51492 2.51331 2.62750
H6 -3.97351 -3.23754 -2.35935
C5 0.53874 4.45418 -2.58871
C6 1.36419 1.87169 2.84028
H7 4.50258 0.48371 -1.27110
H8 -0.16582 -2.69035 -3.89161
H9 6.47153 2.04949 -1.10755
H10 1.04150 1.10441 3.54000
H11 -3.57364 -4.29153 -0.41898
H12 5.36654 -1.87396 -2.69176
C7 -1.37759 0.33234 3.91992
H13 0.99008 3.94596 -3.44021
H14 -0.93900 -4.24714 -4.24574
C8 -1.23817 0.81805 -5.60550
N1 3.59640 -1.33390 -0.79684
C9 -1.84081 1.16104 2.91158
H15 0.80638 2.33625 -6.25978
H16 5.08162 2.33874 -2.18797
H17 -4.91980 2.83154 0.01107
H18 3.29537 1.24668 -2.98260
C10 3.34440 3.84572 0.57957
H19 3.36336 -7.38144 -1.08039
H20 4.25558 6.14515 -2.31826
H21 2.48566 -0.61334 3.14488
C11 1.43629 -4.69543 -0.37982
H22 4.29906 1.97778 0.22895
H23 2.78540 -1.02862 -5.08165
H24 1.18543 -4.90506 2.76947
C12 -2.19069 1.63302 0.54125
As1 2.13072 1.03070 1.23454
H25 4.11292 2.36534 1.94499
C13 2.62956 4.61134 1.69757
C14 3.61028 2.38453 0.96909
H26 3.07437 -6.51315 -3.37110
C15 -1.00821 -0.45570 -3.10032
H27 2.13722 2.45861 3.33579
H28 -0.21597 -4.53819 0.89531
C16 -0.55448 -0.72598 3.55588
H29 1.04271 5.41013 -2.44684
H30 -5.46427 3.53188 -5.04431
C17 -3.33380 3.66973 -5.14114
C18 -2.51609 -4.03673 -0.30708
H31 -3.08163 -0.87230 -3.37593
C19 -2.14136 2.77134 -3.25984
N2 -2.24183 -2.65542 -0.63447
H32 5.35397 4.25048 1.23575
H33 3.96967 0.30053 2.89575
O1 1.02522 -2.86866 2.78156
C20 -1.11607 -3.18803 -4.04500
H34 -3.60235 3.91135 -0.49583
H35 4.34230 -2.58613 0.66486
H36 0.19150 5.56374 0.24687
C21 1.86794 -4.86035 -2.74221
H37 5.65535 -0.85048 -1.09903
H38 -3.22416 0.05660 -5.63165
H39 2.26239 -6.28227 0.80964
H40 1.63556 4.21222 1.86870
H41 -4.01536 -1.87477 0.13763
C22 -1.69494 -2.25555 -1.81308
N3 1.75875 -0.45931 -1.88114
C23 0.10258 0.27172 -3.61877
C24 -2.19923 -0.43205 -3.81295
C25 2.49490 -1.78483 -4.34917
C26 2.61683 -6.00607 -2.53548
C27 4.71485 4.54693 0.39843
Cr1 0.42006 -0.31051 -0.39662
H42 4.16462 4.54928 -3.08901
C28 -4.53566 2.70841 -3.30603
H43 -1.59886 -2.74676 -4.92262
N4 3.30574 -1.69551 -3.15464
O2 -3.11620 2.52280 0.94335
H44 4.55876 5.62282 0.53525
H45 -1.29114 4.77053 -0.28793
H46 4.74048 -3.14874 -0.95413
H47 0.72805 -3.28924 -1.81381
C29 2.76642 -6.50064 -1.25140
C30 1.28524 -4.20375 -1.67227
C31 -2.14211 3.38552 -4.50206
H48 3.19584 4.56060 2.62602
H49 2.55412 5.02095 -0.98416
H50 -1.67399 0.48225 4.94618
C32 0.75013 -4.02129 0.77640
As2 5.95972 4.57796 -1.19288
C33 -3.40092 1.84665 -1.27846
H51 2.89764 2.63607 -4.97107
C34 2.56449 3.96283 -0.71791
H52 4.90742 -0.15356 0.33441
C35 -0.05143 0.95980 -4.85921
H53 2.53514 5.66291 1.43032
H54 3.56341 -1.06129 1.83272
H55 -0.49763 4.22287 1.18064
H56 3.08036 -3.29234 -0.35546
H57 -5.47113 2.43297 -2.84342
H58 6.71826 2.70946 -2.71811
N5 -0.94510 -1.15557 -1.88374
As3 0.68587 3.32926 -0.95445
H59 1.73615 -4.48126 -3.74364
C36 4.62228 -2.26104 -3.37718
H60 2.56444 -4.02417 2.04815
C37 0.97351 1.80292 -5.33761
H61 -1.91586 -4.70425 -0.91903
H62 -0.50332 4.65489 -2.82234
H63 -3.61042 -3.37843 -4.07689
C38 3.96431 -2.66774 -0.35432
H64 -0.18289 -1.42229 4.29121
H65 1.44635 -1.65679 -4.11284
C39 2.86407 -1.17305 -1.99671
C40 4.72836 -0.41681 -0.70872
C41 4.83479 5.29043 -2.65995
C42 -2.93335 -1.72250 0.22029
H66 -2.51227 1.97762 3.12235
H67 -1.20671 3.64446 -4.97200
H68 -4.12284 1.01547 -1.31984
N6 -2.18696 1.29119 -0.69356
C43 2.12776 1.96415 -4.62876
H69 2.64923 -2.76667 -4.79316
H70 -1.21849 2.51130 -2.75817
H71 3.11580 3.42712 -1.49662
N7 -1.94846 -3.07912 -2.87232
H72 -2.66128 -1.87220 1.26583
C44 -3.33634 2.44205 -2.65292
C45 1.37593 0.34604 -2.97858
C46 3.15600 -0.21795 2.37947
H73 -3.32762 4.15457 -6.10410
C47 6.04871 2.71229 -1.85926
C48 -3.26866 -3.64623 -3.07504
N8 -0.62524 -0.07075 1.21780
H74 -2.26495 -4.18724 0.74581
C49 -0.31992 4.60547 0.17685
C50 -3.85739 2.88296 -0.21749
H75 4.94417 -1.99914 -4.38656
C51 -0.21424 -0.89891 2.21457
C52 1.47320 -4.06267 2.14264
H76 -3.25980 -4.73284 -3.00070
C53 0.46741 -2.11014 1.81950
N9 0.40830 -2.60148 0.63119
C54 -4.53346 3.32136 -4.54352

Cartesian forces, eV/Å:
-0.3 -0.2 0.4
0.1 0.0 0.0
0.0 0.0 0.0
0.0 0.1 -0.1
0.4 -0.6 0.7
-0.1 0.0 0.0
-0.1 0.2 0.0
0.2 0.1 -0.2
0.0 0.1 0.0
-0.1 0.0 0.1
-0.1 -0.1 0.0
-0.1 0.1 0.0
0.1 0.1 0.0
0.0 -0.1 0.0
0.0 0.0 0.1
0.1 0.1 -0.1
0.0 0.0 -0.1
-0.1 0.0 0.0
0.0 -0.1 -0.5
0.0 0.0 0.1
0.0 0.0 0.0
-0.1 -0.3 0.0
0.3 -0.3 -0.2
0.1 -0.2 0.0
0.0 0.1 -0.1
-0.1 0.0 0.0
0.0 0.0 0.0
0.1 0.0 0.1
-0.2 0.0 0.1
0.0 -0.2 0.0
0.0 0.0 0.1
0.0 0.0 -0.1
-0.2 -0.1 -0.1
0.0 -0.1 0.1
0.0 0.0 0.0
0.1 0.0 -0.1
-0.6 0.2 -1.9
1.1 0.6 0.8
0.0 -0.1 -0.2
0.0 -0.2 -0.1
0.0 -0.2 -0.1
0.1 -0.1 -0.1
-0.6 0.1 -0.7
0.0 0.0 -0.1
0.2 0.1 0.0
-0.1 0.0 -0.3
0.0 -0.1 0.2
-0.1 0.0 -0.1
0.1 0.0 0.0
0.0 -0.2 0.0
-0.1 -0.1 0.1
0.0 0.0 0.2
-0.2 0.0 -0.1
0.1 0.0 0.0
-0.1 0.0 -0.1
-0.6 0.8 0.4
0.2 -0.1 -0.1
0.0 -0.2 0.0
0.0 0.0 0.0
0.0 0.0 0.0
0.0 0.0 0.0
0.0 0.0 0.0
-0.1 0.1 0.0
0.1 -0.1 0.2
-0.1 0.1 0.1
0.0 0.0 0.0
0.2 -0.1 -0.2
0.5 -0.1 -0.5
-0.1 0.1 0.2
0.4 0.1 0.3
-0.3 0.0 -0.2
0.0 0.0 0.0
0.2 0.0 -0.2
0.7 -0.1 -1.8
-0.1 -0.1 0.0
0.1 0.0 0.0
0.0 0.0 0.1
-0.1 0.1 0.4
0.3 -0.3 0.9
0.0 0.0 0.0
0.0 0.0 -0.1
0.1 0.0 0.0
-0.1 0.1 -0.1
0.1 -0.1 0.0
-0.1 0.0 0.2
0.0 0.2 0.1
0.0 0.0 0.1
0.0 0.0 -0.2
0.0 0.0 0.1
0.1 -0.5 0.4
-0.2 -0.1 0.1
-0.6 0.4 0.1
0.1 0.1 -0.1
-0.1 0.0 0.0
0.0 0.0 0.0
-0.1 -0.2 0.1
-0.1 0.0 0.0
0.0 0.0 -0.1
0.0 0.0 0.1
0.2 0.0 0.0
-0.2 0.0 0.1
0.0 0.1 0.0
-0.1 -0.5 0.5
0.3 0.8 -0.2
0.0 0.0 -0.1
0.5 -0.1 0.1
-0.1 0.0 0.0
0.2 0.1 0.1
0.0 0.0 0.0
0.0 0.0 0.1
0.0 0.0 0.0
-0.1 -0.1 -0.1
0.0 -0.1 0.0
0.1 -0.1 -0.1
-0.1 0.0 0.0
0.0 0.2 0.1
0.1 -0.1 0.1
-0.1 0.2 0.0
-0.1 0.0 0.0
0.1 0.1 -0.1
0.1 0.1 0.1
0.5 0.1 0.9
-0.1 -0.1 -0.4
0.0 -0.1 0.0
0.0 0.0 -0.1
-0.1 0.1 -0.1
0.1 0.1 0.3
0.1 0.0 0.1
0.1 0.0 0.0
0.4 0.5 -0.9
0.1 -0.1 0.0
0.0 0.1 -0.1
-0.1 0.2 0.1
-0.1 -0.1 0.0
-1.7 0.3 2.8
0.0 0.0 0.0
0.0 -0.1 0.0
-0.3 0.2 -0.7
0.0 0.0 0.1
-0.7 1.1 0.7
0.3 -0.6 -0.5
0.0 -0.1 0.0
0.6 -1.7 -1.1
0.0 0.7 0.7
-0.1 0.0 0.0

## Properties
- molecular weight (g mol⁻¹) = 1160.0
- <S²> = 6.0207
- F_max (eV/A) = 3.3
- electronic energy (eV) = -285662.356
- HOMO (alpha / beta) (eV) = -11.8 / -11.8
- frontier orbital gap (alpha / beta) (eV) = 6.19 / 5.90
- total charge = +2
- spin multiplicity = 5

---

No. 2
Computed, not measured: 17 unconnected molecules or ions with the total composition C54H83ClN18O8S3 in a non-equilibrium geometry, with ωB97M-V with the def2-TZVPD basis set.

CARTESIAN COORDINATES (ANGSTROEM)
C1 -4.36391 -5.97040 2.51240
H1 -3.78677 -1.57992 -0.38733
C2 -2.14298 -2.27481 -2.52077
N1 -0.06699 5.80928 -0.53422
H2 -4.22384 -6.97088 2.93104
H3 6.70864 5.22112 5.94574
H4 8.78434 12.30074 6.51461
H5 -8.85716 -8.92398 -11.35670
N2 -1.97880 -5.06228 1.40772
N3 -1.79918 -5.81850 -1.34223
C3 -8.47508 -3.81743 -13.79995
N4 -11.21961 -11.10605 -10.54382
N5 3.26436 5.00453 6.74933
H6 2.30970 8.06762 -1.03886
O1 -1.15620 -3.21366 -3.15101
S1 -4.90178 2.78770 0.29084
C4 -3.06028 -5.47408 1.90866
C5 -1.88348 0.51920 -2.38297
C6 -10.42044 -10.39905 -11.21583
C7 -1.62004 -2.23784 -0.96746
H7 -5.52345 -4.84750 -10.40630
H8 1.96598 0.31338 -2.75671
O2 -0.27286 -0.88434 -3.59460
C8 3.42141 5.64343 2.57414
O3 3.94162 -1.34867 -2.37122
H9 -2.46285 3.66310 4.32999
C9 -1.94106 1.91810 -3.23512
H10 9.18500 9.72681 9.74964
C10 2.79156 -5.14020 1.92874
H11 6.19561 7.83208 9.10897
H12 1.86930 7.46775 -2.65640
C11 3.36265 4.96283 1.21634
O4 1.60324 -2.99455 -3.58975
H13 2.19294 -5.72588 2.63183
H14 6.22598 -4.90427 3.39953
H15 -0.40783 3.14809 -1.88259
H16 -1.25084 -3.31726 -0.70019
H17 3.50816 -5.80171 1.43405
H18 -0.67970 -1.51184 -0.87068
H19 -0.99391 3.97906 -3.47011
Cl1 -2.53159 -0.95057 -4.95665
H20 6.69411 5.03000 4.17562
H21 3.15072 2.80668 9.23126
H22 -3.20787 1.93802 4.13389
H23 3.81500 4.94977 3.32215
C12 7.10335 -6.77542 4.00660
O5 0.03700 -3.00717 -5.43082
C13 -9.45708 -9.54693 -12.02584
N6 -6.89852 -7.69055 -11.42073
H24 -0.15858 2.45243 1.03755
C14 9.32659 12.30251 8.59919
H25 -8.68158 -2.35933 -2.33342
H26 -8.79026 -10.18900 -12.60781
H27 -0.99576 -6.09646 -1.96491
H28 -2.08294 1.79564 -4.39012
N7 -3.03229 3.23576 2.27976
C15 -0.43887 3.39942 1.70163
C16 8.77956 8.22843 11.24295
C17 5.59745 6.73832 4.89569
H29 2.95701 2.80955 -3.60654
H30 -0.03211 -5.87114 6.68825
H31 0.86402 8.70336 -1.86099
H32 2.13018 -4.70439 1.17491
S2 -3.80650 0.34579 1.78712
H33 -10.01500 -8.90067 -12.70914
C18 2.32621 1.18940 -2.06938
H34 4.98262 6.53204 9.01611
C19 0.69279 2.49532 -3.85915
C20 -0.99267 2.09042 3.55004
C21 0.63195 6.71700 -1.06114
H35 -8.48650 -4.89927 -13.64122
H36 -4.68786 -5.29372 3.30793
N8 -6.61140 -2.63080 -12.11104
H37 -6.70424 -5.28315 -9.14695
C22 -3.07418 -5.60022 -2.15001
C23 -7.45643 -3.16887 -12.87689
C24 7.22166 -5.33030 3.55061
H38 -4.44309 -2.17715 -3.00261
N9 7.98039 7.52143 11.91496
H39 -8.21651 -3.61326 -14.84268
C25 3.60949 4.15799 7.61787
C26 6.75228 5.75480 4.99239
N10 -5.80900 -2.94428 -7.13627
H40 10.34284 9.70350 11.10207
N11 10.15001 12.08960 9.53020
C27 2.04474 2.61555 -2.89603
C28 4.08796 -0.35026 -1.45712
H41 -0.83488 1.23779 2.76238
H42 0.27416 4.27697 1.31866
H43 -1.59286 0.36637 0.42544
N12 3.31389 4.39811 0.08991
C29 -1.97361 3.90954 1.43685
H44 -0.67643 1.62882 4.59974
C30 -2.50366 2.72416 3.60054
C31 -3.57185 -2.98547 -2.89862
H45 4.07304 6.52018 2.52383
N13 4.14279 -3.12296 3.28471
H46 -7.94675 -3.67345 -3.28385
C32 -2.72145 -1.71053 0.12624
C33 -6.54074 -5.20524 -10.22533
H47 0.86005 3.30141 -4.72359
H48 -3.75427 -5.46855 -7.77620
C34 8.33403 12.55905 7.47700
S3 0.18024 -2.51208 -3.96207
H49 -2.77598 0.49422 -1.59996
H50 7.77677 -5.28047 2.60976
H51 1.36338 -6.88266 7.13483
O6 -3.45419 -6.48745 -3.10232
C35 -4.85092 -3.76023 -7.05613
C36 0.91102 -6.86960 5.02901
H52 1.95601 3.47246 -2.09949
H53 -2.17836 3.75392 0.27118
N14 4.63938 7.55428 4.81555
H54 0.59290 1.45932 -4.39615
H55 -2.74449 -4.20910 -7.02498
N15 -6.58109 -3.88459 -0.26826
C37 3.53012 -4.03768 2.66987
H56 6.10760 6.60325 10.39436
H57 -3.73973 -5.27744 -6.00608
H58 1.62141 -5.31226 6.33650
H59 4.48421 2.27155 8.17976
H60 -3.46622 -3.45298 -3.99188
H61 -2.90846 2.50132 -2.84917
H62 -2.87151 -2.60530 0.90219
H63 7.74934 -4.74274 4.30687
H64 -9.29326 -4.02370 -2.17289
H65 5.75130 -1.32546 -0.00060
H66 4.05321 0.48324 1.84867
C38 4.02560 3.13764 8.66480
C39 6.99275 5.90858 8.55766
O7 3.75639 1.05812 -1.73267
C40 -7.40450 -3.67168 -1.19927
O8 -0.09041 3.20899 3.13001
H67 2.41951 5.96129 2.87558
H68 7.70389 6.28946 4.92684
C41 -3.82731 2.19956 1.51755
C42 3.98478 -0.56643 1.30841
H69 7.43783 11.95048 7.62557
C43 0.96979 -6.18900 6.38681
C44 6.00442 6.77630 9.31960
C45 4.70176 -0.80471 0.01474
H70 -1.61341 -0.81429 1.94362
H71 -5.13931 -6.01195 1.74258
N16 7.81276 5.18876 7.92554
H72 -0.89664 0.57902 -1.71387
H73 1.72239 1.29847 -1.06208
H74 -5.09908 -4.55426 -2.26357
H75 4.74794 3.58381 9.35382
N17 0.86226 -7.43432 3.90259
H76 -2.10163 5.08015 1.60944
H77 8.04951 13.61486 7.46504
C46 -3.69609 -4.74375 -6.95944
C47 9.74292 9.08055 10.43294
H78 -7.25071 -4.48540 -10.64201
C48 -0.67096 2.92853 -3.00403
H79 -1.93854 -6.49518 -0.55966
C49 -1.74049 -0.84210 -3.28448
H80 3.34505 -1.44358 1.79934
H81 10.40974 8.43848 9.85097
C50 1.47434 7.81118 -1.69631
C51 -4.00215 -4.23458 -1.91871
C52 -6.73633 -6.56360 -10.87869
C53 -2.24253 -0.41585 1.01095
N18 7.00521 -7.97430 4.38498
C54 -8.39706 -3.41514 -2.32146
H82 -4.09259 -3.96262 -0.78411
H83 -9.47176 -3.41700 -13.59532

Cartesian forces, eV/Å:
1.0 0.4 -0.5
2.3 0.1 1.1
1.8 -0.1 0.1
5.6 7.3 -4.3
0.1 0.2 -0.1
-0.1 0.2 -0.2
0.0 0.0 0.2
-0.1 -0.2 -0.1
-8.6 -3.2 4.2
-1.5 0.2 -1.6
0.8 0.5 0.7
6.4 5.7 -5.4
2.8 -6.7 6.9
-0.2 -0.2 0.0
1.7 1.5 -0.6
2.2 -1.3 2.4
7.0 2.7 -3.2
0.5 0.6 0.2
-5.3 -4.7 4.4
0.1 0.5 0.6
-0.2 -0.1 -0.1
0.8 1.5 1.6
-0.7 -2.8 0.2
0.0 -0.6 -1.3
0.8 6.7 6.2
0.1 -2.0 -1.6
-0.7 1.2 0.5
0.1 -0.2 0.3
0.6 0.9 0.6
0.1 -0.2 0.0
-0.1 -0.1 0.2
-0.4 -3.7 -7.4
-5.4 2.9 0.8
0.1 0.1 0.0
0.1 -0.1 0.1
-0.6 -0.7 -2.0
-0.9 2.0 -0.6
0.0 0.2 0.1
-1.9 -1.6 -0.6
0.5 -2.3 1.2
0.1 0.8 1.4
-0.1 0.2 0.0
0.1 0.1 -0.2
1.2 1.7 -1.5
-0.1 0.1 -0.2
-0.6 -7.9 2.5
-0.7 2.9 4.9
-0.9 -0.7 0.8
1.3 9.0 4.3
-0.8 1.6 1.6
5.4 -1.3 6.1
0.1 -0.2 0.1
-0.1 0.1 0.2
-1.6 0.0 0.7
0.3 -0.1 2.2
-0.1 -4.1 -0.8
1.0 1.6 -0.7
-5.2 -4.7 4.4
-6.2 5.4 -0.5
-1.6 -0.4 1.5
0.1 -0.1 -0.2
0.0 -0.2 0.1
0.1 0.1 0.1
0.6 0.9 -0.3
0.0 -0.2 0.2
-1.4 1.4 -0.9
0.2 0.0 -0.2
0.4 1.2 0.4
0.0 0.2 0.1
-4.6 -6.0 3.5
0.1 0.2 0.1
0.2 0.0 -0.2
-6.8 -4.3 -6.2
0.0 -0.1 -0.2
-1.1 -3.7 -3.9
5.6 3.6 4.9
-0.1 -1.2 0.4
1.9 -1.8 0.6
6.3 5.6 -5.4
0.1 0.0 0.2
-2.2 5.5 -5.7
-1.1 0.7 -0.2
7.6 -6.5 0.7
-0.2 -0.1 -0.1
-6.6 1.7 -7.5
0.3 -1.1 -0.2
0.8 -2.7 -3.4
-0.7 1.5 1.4
-1.7 -2.0 0.8
-1.5 -1.5 1.1
0.4 4.5 8.9
0.5 1.3 -1.2
-0.6 1.4 -2.1
0.7 -0.2 1.8
-0.1 0.0 -0.6
-0.2 -0.2 -0.1
-4.8 -7.4 -4.7
0.0 0.0 0.2
-0.5 -1.1 0.4
-0.2 -1.2 -0.4
-0.5 -1.8 1.8
-0.1 0.2 0.1
0.8 -0.2 0.9
2.2 -4.4 -4.2
1.7 -0.3 -2.0
-0.1 -0.1 0.2
-0.1 0.0 -0.2
2.3 5.6 5.6
-6.2 5.3 -0.5
-0.3 -3.7 -7.4
0.1 -1.5 -1.8
0.2 0.3 2.7
7.7 -6.4 0.7
0.2 1.8 1.3
-0.2 0.0 0.0
-6.7 1.7 -7.4
4.0 5.8 4.0
0.2 0.0 -0.2
-0.1 0.1 -0.1
-0.1 -0.2 -0.1
-0.1 0.2 0.0
0.0 1.2 2.5
2.0 -1.3 -0.9
0.3 2.0 -1.7
-0.1 -0.2 -0.1
0.2 0.1 0.1
-3.0 -0.6 -0.5
-1.7 -1.7 -2.0
-0.4 0.8 -0.8
5.3 -4.7 -4.0
-0.9 -3.7 0.8
5.3 -1.4 6.2
-1.9 -1.9 -1.5
0.1 -0.1 -0.1
-0.2 0.0 0.0
-0.3 2.4 -1.6
0.6 -0.1 -1.6
0.2 0.1 0.1
-0.1 -0.6 -1.1
0.7 -0.8 -0.6
-0.8 0.8 0.5
-1.2 0.9 -2.2
0.2 0.1 0.0
-6.5 5.7 5.1
-2.0 -0.4 -1.6
1.1 -0.6 -1.9
2.7 0.6 0.7
-0.1 0.0 -0.2
0.4 4.6 9.0
0.7 -2.5 -0.2
0.1 -0.2 0.1
-0.9 0.8 -0.1
-0.8 -0.8 0.7
0.2 -0.2 0.1
0.0 0.5 -1.2
0.1 0.9 -1.1
0.3 -0.3 0.6
2.9 1.8 -0.3
-0.2 0.0 0.1
-0.7 -0.9 0.5
-0.6 -0.9 -0.3
-1.0 -7.4 -3.5
0.9 -0.6 0.4
0.8 9.6 -3.0
0.8 -0.2 0.9
0.5 -0.5 -2.2
0.2 0.0 0.0

## Properties
- molecular weight (g mol⁻¹) = 1244.0
- F_max (eV/A) = 10.2
- electronic energy (eV) = -145539.267
- HOMO (eV) = -7.8
- frontier orbital gap (eV) = 6.89